C18H19NO5 | wB97M-V/def2-TZVPD

Frontier orbital gap, eV: 9.08
Relative energy (zero: lowest compared OMol25 entry of this formula, charge and spin), kJ/mol: 47.7
Molecular weight, g mol⁻¹: 329.35
E_tot, eV: -30702.5266
SMILES: COC(=O)[C@@H](Cc1ccc(O)cc1)NC(=O)c1ccccc1OC

Bonds (Å) are listed after each position.
Element x y z (Å)
1 C -2.2767 -2.7147 0.9872  O2 1.420, H25 1.087, H26 1.092, H27 1.091
2 O -1.6673 -1.8515 0.0388  C1 1.420, C3 1.329
3 C -0.9751 -0.8349 0.5431  O2 1.329, O4 1.203, C5 1.533
4 O -0.9354 -0.5390 1.7082  C3 1.203
5 C -0.3551 0.0136 -0.5736  C3 1.533, C6 1.534, N14 1.446, H28 1.098
6 C -1.0727 1.3686 -0.6188  C5 1.534, C7 1.503, H29 1.092, H30 1.092
7 C -2.5390 1.1617 -0.8792  C6 1.503, C8 1.388, C13 1.390
8 C -3.4396 1.0773 0.1729  C7 1.388, C9 1.383, H31 1.080
9 C -4.7802 0.8329 -0.0607  C8 1.383, C10 1.389, H32 1.082
10 C -5.2431 0.6680 -1.3601  C9 1.389, O11 1.361, C12 1.391
11 O -6.5536 0.4274 -1.6380  C10 1.361, H33 0.965
12 C -4.3473 0.7522 -2.4210  C10 1.391, C13 1.380, H34 1.078
13 C -3.0109 0.9936 -2.1755  C7 1.390, C12 1.380, H35 1.080
14 N 1.0523 0.1904 -0.2930  C5 1.446, C15 1.348, H36 1.007
15 C 1.7478 -0.8344 0.2383  N14 1.348, O16 1.223, C17 1.492
16 O 1.2150 -1.9202 0.4165  C15 1.223
17 C 3.1847 -0.6081 0.5702  C15 1.492, C18 1.393, C22 1.407
18 C 3.8720 -1.7387 1.0057  C17 1.393, C19 1.380, H37 1.080
19 C 5.2044 -1.6947 1.3619  C18 1.380, C20 1.382, H38 1.079
20 C 5.8777 -0.4895 1.2877  C19 1.382, C21 1.384, H39 1.080
21 C 5.2206 0.6515 0.8627  C20 1.384, C22 1.391, H40 1.078
22 C 3.8779 0.6145 0.4992  C17 1.407, C21 1.391, O23 1.369
23 O 3.2035 1.7275 0.0739  C22 1.369, C24 1.410
24 C 3.8669 2.9709 0.0496  O23 1.410, H41 1.094, H42 1.089, H43 1.094
25 H -2.8690 -3.4255 0.4170  C1 1.087
26 H -2.9092 -2.1411 1.6682  C1 1.092
27 H -1.5054 -3.2290 1.5631  C1 1.091
28 H -0.4922 -0.5287 -1.5187  C5 1.098
29 H -0.6272 1.9791 -1.4076  C6 1.092
30 H -0.9273 1.8634 0.3436  C6 1.092
31 H -3.0889 1.1977 1.1873  C8 1.080
32 H -5.4725 0.7687 0.7690  C9 1.082
33 H -7.0595 0.3905 -0.8174  O11 0.965
34 H -4.7185 0.6232 -3.4251  C12 1.078
35 H -2.3228 1.0551 -3.0060  C13 1.080
36 H 1.4640 1.1067 -0.3647  N14 1.007
37 H 3.3116 -2.6602 1.0562  C18 1.080
38 H 5.7109 -2.5871 1.6946  C19 1.079
39 H 6.9204 -0.4263 1.5614  C20 1.080
40 H 5.7713 1.5775 0.8167  C21 1.078
41 H 4.7052 2.9660 -0.6535  C24 1.094
42 H 3.1223 3.6913 -0.2868  C24 1.089
43 H 4.2207 3.2575 1.0440  C24 1.094